Entry 1:
C16H29CaCl6F9N4NaO6P | ωB97M-V with the def2-TZVPD basis set

Geometry as XYZ:
```
73
Properties=species:S:1:pos:R:3:mulliken_charge:R:1
N 6.913 -3.712 2.238 -0.5266
C 6.587 -2.774 1.371 0.1591
C 6.540 -1.502 0.302 0.1911
N 6.055 -1.929 -1.082 -0.5860
C 5.700 -0.254 0.956 -0.0671
C 6.409 0.041 2.442 0.0339
N 6.891 0.059 3.668 -0.5949
C 4.120 -0.566 1.266 -0.7367
C 3.134 -0.529 -0.044 -0.1470
O 2.639 0.851 -0.361 -0.5462
C 1.812 -1.509 0.231 -0.2193
N 1.785 -2.717 -0.711 -0.4156
H 7.651 -1.100 0.132 0.4513
H 5.387 -2.729 -1.022 0.2444
H 6.942 -2.192 -1.589 0.2829
H 5.781 0.728 0.304 0.4362
H 4.022 -1.561 1.917 0.3278
H 3.749 0.302 1.996 0.3145
H 3.616 -0.921 -1.039 0.3887
H 3.369 1.227 -0.965 0.5345
H 1.746 -1.854 1.353 -0.0838
H 0.829 -0.871 0.007 0.1786
H 2.752 -3.078 -0.865 0.1805
H 1.211 -3.501 -0.306 0.1793
F 5.429 2.173 2.052 -0.8149
O -0.160 -2.396 3.138 -0.3660
H 0.359 -2.450 3.980 0.4508
H -1.054 -1.996 3.288 0.4255
H -0.230 -3.282 2.698 0.4585
F 4.146 -4.258 -0.572 -0.9025
Ca 2.046 2.832 -0.932 1.3717
C -0.535 -2.711 -3.208 -0.7838
C -1.493 -1.511 -3.287 1.2295
C -2.627 -1.831 -4.276 -1.4299
O -0.816 -0.482 -3.765 -0.8342
H -0.086 -2.955 -4.180 0.3099
H 0.281 -2.528 -2.497 0.0077
H -1.071 -3.604 -2.865 0.2272
H -1.969 -1.441 -2.299 -0.2127
H -2.254 -2.042 -5.288 0.3726
H -3.343 -1.003 -4.348 0.3205
H -3.183 -2.715 -3.944 0.2673
F 2.627 6.181 0.021 -0.2652
P 2.757 7.616 0.615 0.7827
F 2.314 6.705 1.799 -0.3267
F 4.205 7.660 0.040 -0.3154
F 1.547 8.539 0.945 -0.3359
F 2.258 8.166 -0.755 -0.3121
F 3.594 8.441 1.638 -0.3061
C -4.443 -1.942 0.101 0.2219
Cl -5.977 -2.579 0.744 -0.0201
Cl -3.079 -2.683 0.975 -0.1340
Cl -4.318 -2.331 -1.634 -0.0362
Cl -4.397 -0.174 0.317 -0.1166
C -8.213 -5.523 2.842 -0.3711
C -8.862 -5.002 4.078 0.2855
O -8.729 -3.604 3.956 -0.2863
C -8.716 -3.364 2.615 0.6153
O -8.889 -2.266 2.114 -0.5109
O -8.492 -4.508 1.898 -0.2603
F -8.189 -5.399 5.181 -0.2877
H -7.128 -5.632 2.947 0.2626
H -8.633 -6.480 2.523 0.2624
H -9.921 -5.264 4.173 0.2914
Cl -0.346 7.451 -4.062 -0.2291
C -1.133 6.519 -2.765 -0.1423
C -1.322 7.341 -1.499 -0.6162
Cl 0.227 7.715 -0.704 0.2590
H -0.534 5.623 -2.578 0.1850
H -2.107 6.202 -3.150 0.3379
H -1.921 6.778 -0.777 0.2980
H -1.835 8.285 -1.705 0.1263
Na -1.421 9.823 -3.788 0.8671
```

Multiplicity: 1
HOMO level, eV: -6.206
Frontier orbital gap, eV: 2.95

=====

Entry 2:
CH5NOP | ωB97M-V with the def2-TZVPD basis set

Geometry as XYZ:
```
9
Properties=species:S:1:pos:R:3:nbo_charge:R:1
C -1.220 0.396 -0.110 -0.4301
N 0.036 1.002 -0.448 -1.0941
P 1.276 -0.092 -0.019 1.6605
O 2.801 -0.308 -0.181 -1.1239
H -1.358 -0.580 -0.505 0.1390
H -1.352 0.277 1.061 0.1217
H -1.920 1.051 -0.649 0.1878
H 1.118 -0.556 1.277 -0.2247
H 0.618 -1.190 -0.425 -0.2361
```

Multiplicity: 1
HOMO level, eV: -2.933
ΔE to the lowest compared entry with this formula, charge and spin, eV: 0.892
Total charge: -1
Frontier orbital gap, eV: 7.69
SMILES: CN=[PH2][O-]

=====

Entry 3:
H24O12 | ωB97M-V with the def2-TZVPD basis set

Geometry as XYZ:
```
36
Properties=species:S:1:pos:R:3:nbo_charge:R:1
O 19.512 4.248 -18.138 -0.9523
H 19.963 3.404 -18.110 0.4759
H 18.923 4.182 -18.889 0.4765
O 19.544 0.401 -19.123 -0.9432
H 19.037 0.148 -18.351 0.4733
H 20.299 -0.188 -19.116 0.4699
O 19.701 1.708 -11.413 -0.9462
H 20.233 1.944 -10.653 0.4727
H 19.248 2.517 -11.649 0.4735
O 15.450 5.125 -19.456 -0.9398
H 15.202 4.272 -19.100 0.4722
H 14.970 5.188 -20.282 0.4675
O 18.673 5.098 -9.680 -0.9367
H 19.435 5.609 -9.406 0.4677
H 18.596 5.268 -10.619 0.4691
O 18.885 0.314 -15.033 -0.9513
H 19.371 0.539 -14.240 0.4831
H 18.484 -0.533 -14.837 0.4683
O 15.891 8.786 -16.937 -0.9353
H 15.989 7.836 -16.873 0.4721
H 16.534 9.136 -16.321 0.4631
O 16.000 3.887 -15.333 -0.9467
H 16.372 3.137 -15.797 0.4748
H 16.753 4.315 -14.926 0.4720
O 19.663 5.102 -14.209 -0.9506
H 19.342 5.379 -15.067 0.4785
H 20.492 5.568 -14.101 0.4720
O 14.694 0.894 -19.094 -0.9421
H 13.887 0.725 -19.581 0.4692
H 15.091 0.030 -18.982 0.4731
O 12.633 -0.401 -15.845 -0.9346
H 12.251 -0.200 -16.700 0.4646
H 13.318 0.257 -15.728 0.4700
O 11.902 4.159 -14.463 -0.9388
H 11.713 4.382 -15.374 0.4651
H 12.846 4.003 -14.444 0.4736
```

Multiplicity: 1
HOMO level, eV: -11.239
ΔE to the lowest compared entry with this formula, charge and spin, eV: 2.627
Frontier orbital gap, eV: 11.15
SMILES: O.O.O.O.O.O.O.O.O.O.O.O

=====

Entry 4:
C20H35BrN3O6S | ωB97M-V with the def2-TZVPD basis set

Geometry as XYZ:
```
66
Properties=species:S:1:pos:R:3:nbo_charge:R:1
O -5.343 -0.894 3.707 -0.7365
C -4.691 -2.038 3.474 0.6981
O -4.810 -2.638 2.106 -0.8588
C -3.714 -2.798 4.594 -0.3441
N -2.289 -2.211 4.607 -0.5102
Br -2.282 -0.461 5.276 0.1413
C -1.753 -2.299 3.193 -0.2500
C -0.090 -2.160 3.109 -0.4165
C 0.219 -1.859 1.493 -0.4235
C 1.820 -1.751 1.176 -0.4370
C 2.215 -1.207 -0.316 -0.4205
C 1.047 -1.315 -1.449 -0.4262
C -0.105 -0.162 -1.422 -0.5728
S 0.420 1.515 -0.791 0.2499
C -0.813 2.138 0.525 0.3110
N -0.683 3.597 0.995 -0.3338
N -1.684 3.836 1.964 -0.2650
C -2.436 2.517 2.101 0.2215
O -1.914 1.436 1.201 -0.4401
H -3.727 -3.948 4.342 0.2296
H -4.196 -2.556 5.653 0.2135
H -2.007 -3.349 2.734 0.2320
H -2.156 -1.437 2.474 0.2124
H 0.171 -1.174 3.709 0.2071
H 0.470 -3.111 3.497 0.2041
H -0.352 -0.833 1.276 0.2033
H -0.252 -2.764 0.914 0.2032
H 2.260 -2.856 1.278 0.2399
H 2.342 -1.144 2.062 0.2070
H 2.717 -0.128 -0.220 0.2129
H 3.108 -1.906 -0.692 0.2037
H 1.592 -1.355 -2.505 0.2135
H 0.507 -2.366 -1.284 0.2310
H -0.488 -0.033 -2.545 0.2667
H -1.037 -0.559 -0.821 0.2665
H -3.332 2.469 2.873 0.2644
C -2.590 3.083 -4.140 -0.7188
C -2.302 1.757 -4.794 0.6016
O -1.271 1.133 -4.546 -0.5688
C -3.324 1.225 -5.762 -0.7206
H -1.766 3.341 -3.467 0.2460
H -2.676 3.861 -4.902 0.2379
H -3.511 3.017 -3.557 0.2312
H -3.444 1.920 -6.596 0.2261
H -4.279 1.076 -5.250 0.2342
H -2.984 0.261 -6.155 0.2317
C 5.305 -6.045 2.018 -0.7201
C 5.091 -4.628 1.557 0.5930
O 3.971 -4.121 1.548 -0.5407
C 6.302 -3.854 1.108 -0.7208
H 4.344 -6.479 2.312 0.2412
H 5.724 -6.641 1.204 0.2271
H 5.974 -6.057 2.882 0.2282
H 6.766 -4.353 0.253 0.2272
H 7.015 -3.769 1.932 0.2283
H 5.997 -2.847 0.803 0.2414
C 0.354 7.474 -2.666 -0.7200
C -0.104 6.063 -2.921 0.6002
O -0.903 5.803 -3.820 -0.5679
C 0.452 4.982 -2.033 -0.7328
H -0.129 8.148 -3.383 0.2289
H 0.073 7.780 -1.655 0.2340
H 1.437 7.543 -2.798 0.2261
H 0.175 5.177 -0.993 0.2610
H 1.539 4.940 -2.136 0.2255
H 0.033 4.016 -2.332 0.2422
```

Multiplicity: 1
HOMO level, eV: -4.057
Total charge: -1
Frontier orbital gap, eV: 6.11